C5H7NO | ωB97M-V/def2-TZVPD

Computed properties:
HOMO energy: -10.5 eV
Kohn-Sham gap: 11.300 eV
SMILES string: N#CCC1(O)CC1
2S+1: 1

Cartesian coordinates (Å):
O: -0.660026 -1.127047 -1.219188
C: -0.060753 -0.148870 -0.423598
C: -1.052683 0.747793 0.307928
C: -1.506016 0.135168 1.563192
N: -1.817907 -0.366580 2.557632
C: 1.198520 0.438544 -0.967831
C: 1.244968 -0.469156 0.238131
H: -1.006770 -1.815464 -0.635039
H: -0.607933 1.719566 0.544865
H: -1.917360 0.927882 -0.339020
H: 1.548677 0.032587 -1.911303
H: 1.383407 1.499606 -0.823717
H: 1.446528 -0.036954 1.214965
H: 1.631223 -1.473043 0.091356

Forces on the atoms, in the same order (eV/Å):
O -0.10 -0.19 0.13
C 0.15 0.21 0.16
C 0.00 0.07 -0.05
C -0.28 -0.43 0.84
N 0.26 0.45 -0.96
C 0.01 0.14 -0.16
C 0.04 -0.11 0.14
H 0.04 0.04 -0.12
H -0.01 -0.15 -0.01
H 0.12 -0.01 0.08
H -0.07 0.05 0.14
H -0.05 -0.17 -0.02
H -0.04 -0.05 -0.16
H -0.06 0.16 0.01

Want to see where the charge sits? The Mulliken charges in e are:
1. O -0.558
2. C 0.774
3. C -0.674
4. C 0.247
5. N -0.422
6. C -0.723
7. C -0.619
8. H 0.369
9. H 0.268
10. H 0.317
11. H 0.274
12. H 0.228
13. H 0.243
14. H 0.277